# 1
DFT (ωB97M-V/def2-TZVPD) results for a 2-piece molecular cluster, C32H69NO8PSi overall in a non-equilibrium geometry.

XYZ file:
```
112
Properties=species:S:1:pos:R:3:forces:R:3
C -2.51480 -4.93438 5.00939 0.29 0.80 -0.21
C -1.24200 -4.72968 4.15821 -1.35 -0.97 0.12
O -0.09609 -4.54130 4.99687 -0.34 1.05 -1.64
P 0.88275 -3.30070 4.64398 1.63 0.12 1.59
O 1.60268 -2.98626 5.85965 0.64 0.15 1.28
C 2.14016 -3.74700 3.38703 -1.20 0.59 -1.37
C 2.13087 -2.84666 2.11033 0.17 -0.90 -0.51
C 1.67178 -3.65438 0.87183 0.00 0.85 0.18
C 1.99803 -2.90784 -0.43792 -1.07 -0.59 -0.17
C 0.97030 -1.80262 -0.75966 0.83 -0.32 0.09
C 1.16316 -1.18361 -2.14967 -0.07 0.70 0.62
C 2.56349 -0.60454 -2.38222 0.20 -1.12 -0.48
O 2.80447 -0.57906 -3.78260 -0.32 1.27 0.41
Si 2.43109 0.85533 -4.60908 0.06 -0.33 -1.50
C 1.46436 0.32271 -6.15244 0.00 0.13 1.22
C 4.03266 1.62822 -5.22789 -0.35 -0.57 0.55
C 1.30924 2.04923 -3.68403 0.37 0.12 0.05
C -0.51829 -2.24493 -0.58262 1.56 1.61 -0.49
O -1.14669 -1.38534 0.29453 -0.62 -0.62 0.30
N -0.61555 -3.68787 -0.19748 -0.50 -0.26 0.79
C -2.01679 -4.25274 0.01870 -0.28 -0.53 -0.87
C -3.18442 -3.51752 -0.61972 -0.52 0.43 0.39
C -4.03899 -2.57689 0.28206 -0.56 0.14 0.08
C -3.63257 -2.46509 1.75578 0.08 -0.55 0.14
C -5.50433 -3.07766 0.24064 0.60 -0.33 0.74
C -6.48932 -2.25407 1.09150 -0.49 0.19 -0.90
C -6.30488 -0.76443 0.99511 -0.07 -1.30 -0.60
C -6.11533 0.06177 1.99302 0.03 1.05 0.31
C -6.00755 -0.31716 3.43679 0.66 0.33 -0.12
C -5.95693 1.53216 1.69303 0.38 -0.37 0.58
C 0.16442 -3.91694 1.04820 1.09 -0.39 0.05
O 0.08025 -1.99210 4.15307 -0.72 -1.26 -1.01
C -0.97519 -1.57482 5.05288 -0.24 0.76 0.91
C -0.48313 -0.55846 6.06188 0.08 0.22 0.26
H -2.22823 -4.91398 6.05852 -0.14 -0.39 0.06
H -3.06495 -5.82474 4.72265 0.14 -0.23 0.25
H -3.19193 -4.09365 4.85423 -0.06 0.04 0.07
H -1.13390 -5.62999 3.54665 0.50 0.05 -0.01
H -1.44276 -3.89475 3.48612 0.42 0.18 0.05
H 1.97468 -4.78300 3.08502 0.06 -0.09 0.10
H 3.12554 -3.68866 3.83244 -0.20 0.04 0.60
H 1.47862 -1.98130 2.21999 0.11 0.14 0.14
H 3.13128 -2.48528 1.88332 0.11 0.09 0.28
H 2.20498 -4.60362 0.87445 0.05 -0.06 -0.06
H 3.01169 -2.52984 -0.36799 0.02 0.14 -0.08
H 1.98158 -3.61550 -1.27726 0.20 -0.06 0.01
H 1.16043 -0.99200 -0.05225 -0.28 0.00 0.21
H 0.89800 -1.87250 -2.95199 0.24 -0.19 -0.02
H 0.47281 -0.33469 -2.21296 -0.20 -0.14 -0.17
H 2.68776 0.36392 -1.89031 -0.13 0.09 -0.09
H 3.32779 -1.25776 -1.96015 0.02 -0.03 0.04
H 0.79226 -0.47599 -5.82893 -0.03 -0.12 -0.23
H 0.83176 1.16171 -6.44555 0.12 -0.01 -0.38
H 2.11179 -0.02741 -6.94967 -0.11 0.04 -0.17
H 4.36890 1.00449 -6.05673 0.03 0.05 -0.09
H 4.80378 1.55511 -4.45940 0.08 0.37 -0.02
H 3.88942 2.64588 -5.58424 0.14 0.10 0.08
H 0.25345 1.86085 -3.87143 -0.07 -0.26 0.17
H 1.50180 2.15315 -2.61581 -0.13 -0.04 0.05
H 1.49332 3.03695 -4.11630 0.11 0.01 -0.04
H -0.95752 -2.11968 -1.56594 -0.56 -0.23 0.10
H -0.62891 -1.29938 1.11140 -0.08 0.14 -0.24
H -0.18519 -4.22597 -0.95117 0.04 0.13 0.00
H -2.13609 -4.44355 1.07669 -0.08 0.42 0.21
H -1.98880 -5.25035 -0.41887 0.28 -0.03 -0.10
H -3.85933 -4.28878 -0.98964 0.06 -0.18 0.03
H -2.91737 -2.96493 -1.51780 0.35 -0.09 -0.06
H -4.05413 -1.57757 -0.15132 0.32 0.07 -0.02
H -3.89081 -1.50680 2.18884 -0.13 0.20 -0.11
H -4.17810 -3.22387 2.32567 0.09 -0.03 0.13
H -2.57421 -2.62597 1.96410 0.05 0.13 -0.16
H -5.45996 -4.07608 0.69502 -0.18 -0.13 -0.19
H -5.83372 -3.23149 -0.78794 -0.09 0.32 -0.05
H -6.52014 -2.60190 2.11670 0.24 0.00 0.16
H -7.48724 -2.47078 0.69826 -0.06 -0.10 0.06
H -6.33080 -0.35035 -0.00573 -0.08 0.00 -0.15
H -5.00421 -0.02326 3.76974 -0.02 0.01 0.14
H -6.09555 -1.38125 3.62070 -0.27 -0.03 0.11
H -6.69490 0.26688 4.04473 -0.21 -0.16 0.09
H -4.95068 1.84134 1.99527 -0.08 0.17 0.07
H -6.67309 2.09083 2.29460 -0.02 0.28 -0.17
H -6.05550 1.74461 0.63379 -0.23 0.07 -0.04
H -0.22685 -3.26233 1.82366 -0.33 0.06 -0.16
H 0.01717 -4.93988 1.38316 -0.31 -0.08 -0.13
H -1.39949 -2.42013 5.59520 0.11 -0.20 -0.15
H -1.78830 -1.11183 4.49597 0.17 -0.22 -0.56
H 0.02769 0.28197 5.59328 -0.01 -0.05 -0.18
H -1.34556 -0.14994 6.59255 -0.06 -0.04 -0.03
H 0.18599 -0.98632 6.80285 0.08 -0.17 -0.10
C 5.39767 9.76492 -2.30821 -0.13 -0.04 0.03
O 4.41610 8.75975 -2.44777 0.23 -0.16 -0.04
C 3.92738 8.66054 -3.77506 -0.13 0.05 0.32
C 3.37475 7.27707 -4.04007 -0.01 -0.01 -0.18
O 4.37593 6.29498 -4.28432 -0.04 -0.04 0.09
C 5.13032 5.84747 -3.16546 0.06 -0.03 -0.17
C 4.35779 4.93897 -2.23401 0.04 0.22 0.28
O 3.49558 5.68707 -1.39028 -0.14 0.01 -0.20
C 2.42560 4.91126 -0.91062 0.12 0.08 0.01
H 4.98081 10.75203 -2.53580 0.09 0.04 -0.03
H 5.74332 9.75465 -1.27628 -0.07 -0.01 0.01
H 6.25344 9.56545 -2.96311 -0.01 0.09 -0.04
H 4.72615 8.87367 -4.49499 -0.02 -0.01 -0.03
H 3.12655 9.40178 -3.90032 0.02 0.00 -0.20
H 2.79369 7.32440 -4.96401 0.07 -0.01 -0.03
H 2.69472 6.96083 -3.24731 0.10 0.10 0.15
H 5.57584 6.68538 -2.62745 -0.15 0.00 0.15
H 5.94975 5.26439 -3.59232 -0.05 -0.03 -0.03
H 5.06171 4.38753 -1.59537 0.04 -0.13 -0.13
H 3.77817 4.22272 -2.83144 0.02 -0.01 -0.03
H 1.82921 4.52505 -1.74659 -0.03 -0.11 0.06
H 1.79029 5.54664 -0.29603 0.07 0.03 0.02
H 2.79406 4.07742 -0.29852 -0.10 -0.07 -0.02
```
Positions in Å, forces in eV/Å.

Summary:
Gap between HOMO and LUMO   7.83 eV
HOMO   -10.6 eV
Total energy   -2548.00706 a.u.
Net charge   +1



# 2
DFT (ωB97M-V/def2-TZVPD) results for C32H70N2O40S10 as an isolated structure in a non-equilibrium geometry.

XYZ file:
```
154
Properties=species:S:1:pos:R:3:forces:R:3
C -23.15466 -22.73049 -21.16545 -0.23 -0.73 -0.58
C -21.76842 -22.77656 -21.78376 0.24 0.70 2.32
N -21.16615 -21.44405 -21.94538 -1.29 0.71 -2.58
C -21.14594 -20.47452 -20.80665 0.92 -0.55 -1.68
C -19.96217 -19.54159 -21.04464 0.39 0.60 0.48
C -21.85262 -20.80630 -23.16638 1.99 -0.73 1.50
C -21.43939 -21.47973 -24.46772 -0.70 0.97 0.11
H -23.84714 -22.30738 -21.89314 -0.13 0.55 0.34
H -23.16606 -22.23887 -20.19268 -0.26 -0.01 -0.15
H -23.51142 -23.75903 -21.11139 -0.04 -0.13 0.59
H -21.07527 -23.24158 -21.08276 -0.13 -0.66 0.01
H -21.87228 -23.42088 -22.65678 0.74 0.60 -0.36
H -22.02334 -19.82896 -20.84534 -0.49 -0.27 0.59
H -20.98031 -20.98105 -19.85581 -0.46 -0.09 0.00
H -19.93812 -18.77817 -20.26701 -0.09 0.12 0.20
H -18.98172 -20.01640 -21.00772 -0.18 -0.37 -0.10
H -20.01765 -18.97905 -21.97662 -0.15 -0.23 -0.13
H -21.52284 -19.76770 -23.19182 -0.17 0.02 -0.06
H -22.94004 -20.82811 -23.09467 -0.16 0.06 0.22
H -21.99084 -20.83403 -25.15114 0.05 -0.45 -0.82
H -21.80619 -22.50364 -24.53973 0.18 0.10 -0.16
H -20.38053 -21.38881 -24.70990 -0.04 -0.19 0.28
C -13.15349 -7.74725 -11.79190 -0.20 1.96 -0.44
C -12.07119 -7.51818 -10.75352 -1.07 -0.60 1.12
N -12.55690 -6.75857 -9.57356 -0.30 0.05 -0.11
C -13.51382 -7.49936 -8.74073 0.22 -1.23 0.04
C -12.88995 -8.67644 -7.95514 -0.71 0.75 0.76
C -13.07624 -5.44667 -9.91332 1.12 1.56 0.77
C -11.95557 -4.42177 -10.19816 0.45 0.31 0.21
H -13.38760 -6.73819 -12.13115 -0.05 0.14 -0.56
H -14.11966 -8.01519 -11.36431 0.27 -0.93 -0.17
H -12.80997 -8.26196 -12.68921 -0.28 -0.50 0.32
H -11.82793 -8.50253 -10.35354 0.87 0.17 -0.15
H -11.23365 -6.97530 -11.19161 0.16 -0.38 0.14
H -13.99342 -6.84187 -8.01561 0.16 0.22 -0.19
H -14.31108 -7.94873 -9.33279 -0.39 0.18 -0.28
H -13.62830 -9.25733 -7.40241 -0.76 -0.31 -0.81
H -12.32380 -9.35520 -8.59300 0.36 0.19 0.51
H -12.45153 -8.27839 -7.04002 1.43 0.07 -0.53
H -13.48285 -5.01941 -8.99668 -0.63 -0.34 -0.05
H -13.82793 -5.35862 -10.69773 -0.24 -0.46 -0.09
H -12.29789 -3.47850 -10.62380 -0.40 -0.28 -0.61
H -11.11602 -4.80313 -10.77939 -0.16 -0.02 -0.21
H -11.52567 -4.03095 -9.27591 0.16 -0.57 0.34
C -22.49379 -19.71732 -1.34214 -0.58 -0.61 1.96
C -23.65250 -20.36184 -2.09907 -0.75 1.87 0.61
O -23.12995 -21.53748 -2.57587 1.81 -1.81 -1.90
S -21.67037 -21.18152 -3.24349 0.81 -1.44 -0.64
O -21.79525 -20.38774 -4.46041 -0.03 -1.17 2.22
O -20.84021 -22.40879 -3.28902 -2.24 3.53 0.72
O -21.33116 -20.18543 -1.97660 1.52 -0.49 -1.69
H -22.46069 -20.12078 -0.33010 -0.02 -0.49 0.10
H -22.50240 -18.65455 -1.10018 0.01 0.25 -1.22
H -23.94124 -19.72075 -2.93197 -0.47 0.00 0.03
H -24.47384 -20.64362 -1.44020 -0.06 0.37 -0.19
C -14.93695 -18.05249 -2.70091 0.74 -0.35 0.45
C -13.89607 -19.20205 -2.63191 -2.19 -0.44 1.65
O -13.39372 -19.33489 -3.91288 0.62 0.85 -2.08
S -13.53063 -17.93897 -4.77581 2.82 2.53 0.63
O -14.43124 -18.08446 -5.86596 0.18 -0.53 0.36
O -12.19928 -17.30031 -5.03641 -4.00 -2.19 1.21
O -14.31478 -17.09868 -3.56017 1.09 -0.46 -0.95
H -15.13528 -17.68147 -1.69537 0.34 0.57 -0.20
H -15.90876 -18.29418 -3.13134 0.15 -0.62 -0.11
H -14.44757 -20.08636 -2.31260 -0.14 -0.42 -0.67
H -13.13263 -19.18531 -1.85410 0.37 1.06 -0.29
C -21.46263 -23.80681 -13.74146 0.09 -0.90 -0.59
C -22.66562 -23.27571 -13.00735 0.82 -0.43 1.08
O -23.16879 -24.44955 -12.32855 -0.64 -1.25 1.14
S -21.95121 -25.30412 -11.60204 0.95 0.45 -1.16
O -22.18882 -26.75447 -11.53970 0.14 3.61 -0.82
O -21.44284 -24.65854 -10.40308 -1.07 -0.70 -1.87
O -20.95602 -24.86298 -12.89384 0.29 -0.73 1.38
H -20.72576 -23.04570 -13.99807 0.31 -0.01 0.82
H -21.64505 -24.28579 -14.70344 -0.64 -0.08 0.04
H -23.42716 -22.78651 -13.61467 -0.08 -0.45 0.19
H -22.30953 -22.63396 -12.20147 -0.15 0.50 -0.20
C -13.83656 -24.02355 -8.17080 1.52 -0.21 0.91
C -13.99227 -24.41956 -6.67920 -1.19 -0.17 -0.57
O -12.73372 -24.77671 -6.14443 1.67 0.51 -1.03
S -11.71514 -25.32739 -7.33698 -2.19 -2.76 -0.32
O -11.87596 -26.79305 -7.40418 0.23 3.23 -0.02
O -10.38608 -24.82319 -7.18419 -1.38 0.42 -0.29
O -12.60163 -24.65439 -8.61542 1.17 -1.25 1.43
H -13.54920 -22.98181 -8.31328 -0.94 0.21 0.22
H -14.71338 -24.34715 -8.73166 0.39 0.01 -0.27
H -14.64834 -25.27327 -6.50934 -0.04 -0.19 -0.53
H -14.50272 -23.60029 -6.17289 0.74 0.20 0.45
C -18.35657 -15.90452 -13.20293 1.30 1.42 -1.27
C -18.02726 -15.18680 -11.85341 -1.45 -0.89 -1.11
O -17.66391 -16.36109 -11.14586 -0.77 -2.37 1.69
S -18.82264 -17.57423 -11.39820 0.43 -1.31 -1.00
O -20.06307 -17.27180 -10.75038 0.98 0.22 0.14
O -18.33546 -18.96688 -11.32092 -0.30 3.93 -0.07
O -19.00418 -17.14719 -12.95817 0.36 -0.19 1.07
H -17.37105 -16.04131 -13.64807 0.20 -0.77 0.08
H -18.86753 -15.42486 -14.03776 -0.67 0.43 0.71
H -18.88385 -14.67894 -11.41022 -0.08 -0.14 0.17
H -17.17138 -14.51204 -11.83713 -0.01 -0.30 -0.41
C -12.14659 -15.66723 -18.21139 0.96 1.30 -0.37
C -13.22624 -15.69950 -19.22102 -0.58 -2.66 1.13
O -13.69724 -14.40946 -19.35600 -0.17 3.46 0.03
S -13.44013 -13.52232 -17.95104 1.52 0.97 1.09
O -14.65621 -13.13765 -17.23792 1.99 -1.34 -1.86
O -12.40576 -12.46917 -18.09686 -2.57 -2.81 -0.44
O -12.76085 -14.81825 -17.21760 -0.26 0.57 0.72
H -11.28032 -15.12121 -18.58495 0.16 0.10 -0.17
H -11.74921 -16.63525 -17.90622 -0.76 0.12 0.78
H -14.05592 -16.21497 -18.73725 -0.06 -0.72 -0.21
H -12.91609 -16.28958 -20.08340 -0.25 0.97 -0.67
C -20.62279 -8.18783 -14.44977 1.53 -1.65 -0.48
C -21.05608 -9.08121 -15.65244 1.30 0.21 -0.49
O -22.13640 -9.90443 -15.25253 -0.94 0.82 2.44
S -22.72639 -9.40081 -13.74334 -1.07 -1.08 0.20
O -22.39845 -10.35001 -12.66184 0.13 2.32 -2.73
O -24.14331 -9.09177 -13.89715 2.83 0.07 0.10
O -21.78074 -8.01797 -13.71122 -2.70 -0.70 0.84
H -20.10530 -7.26666 -14.71762 -0.90 0.33 -0.29
H -19.89439 -8.65350 -13.78593 0.14 -0.61 -0.17
H -20.30918 -9.77914 -16.03080 0.43 0.18 0.44
H -21.28246 -8.45802 -16.51760 -0.73 0.09 0.15
C -27.80737 -15.78392 -8.37036 -0.01 0.53 0.72
C -26.57421 -15.95795 -7.45007 -0.63 0.61 -0.86
O -27.07123 -16.75879 -6.42216 -0.31 -1.66 2.10
S -28.10463 -17.92502 -6.87810 0.49 0.36 -1.73
O -29.13922 -18.17349 -5.88061 2.18 0.82 -2.04
O -27.32989 -19.03890 -7.45432 -1.95 2.46 1.17
O -28.69425 -16.85981 -8.10656 0.23 -2.97 0.92
H -27.47951 -15.68532 -9.40521 -0.44 -0.35 -0.08
H -28.45112 -14.96300 -8.05449 0.65 0.64 -0.27
H -26.26896 -15.00975 -7.00753 -0.09 -0.09 0.02
H -25.71203 -16.38736 -7.96033 -0.13 -0.35 0.04
C -18.97388 -12.96644 -5.03589 -1.13 0.51 -1.51
C -20.31081 -13.50728 -5.68196 1.48 -0.49 0.78
O -21.00748 -12.41877 -6.27512 0.88 1.52 -0.30
S -20.14977 -10.97486 -6.20010 0.90 1.24 -1.19
O -20.99544 -9.83544 -5.78228 1.95 -3.53 -0.45
O -19.34276 -10.73964 -7.43947 -2.12 -1.36 3.56
O -19.16334 -11.53224 -4.94566 -1.10 0.61 -0.61
H -18.15125 -13.10674 -5.73710 0.00 -0.19 0.04
H -18.74333 -13.49617 -4.11158 -0.16 0.82 0.30
H -20.97443 -14.03372 -4.99599 -0.07 0.54 0.25
H -19.92876 -14.28598 -6.34211 -0.62 0.32 -0.88
C -10.48617 -23.90929 -14.83907 -1.66 0.02 0.94
C -11.13492 -25.33355 -15.01481 2.28 1.35 0.53
O -12.47937 -25.09744 -15.22448 -2.92 1.01 -0.44
S -12.91255 -23.50749 -15.43710 0.92 0.35 -0.86
O -13.39928 -22.99194 -14.15892 0.55 -0.99 -2.53
O -13.58931 -23.23309 -16.73094 1.64 -1.09 3.85
O -11.34434 -23.11002 -15.63901 -0.99 1.21 -1.40
H -9.43369 -23.70979 -15.04049 -0.29 -0.39 -0.59
H -10.70845 -23.49472 -13.85580 0.48 -0.66 0.62
H -10.98483 -25.83854 -14.06058 -0.10 -0.53 -0.35
H -10.72603 -25.82743 -15.89628 0.08 -0.28 0.25
```
Positions in Å, forces in eV/Å.

Summary:
Gap between HOMO and LUMO   8.07 eV
HOMO   -8.3 eV
ΔE to the lowest compared entry with this formula, charge and spin   228.2 kcal/mol
Total energy   -8361.65502 a.u.